(1)
Below is a molecular structure, C20H25N12O2V, with properties calculated with ωB97M-V/def2-TZVPD.

## Properties
Spin multiplicity ... 4
LUMO level (alpha / beta) ... 2.40 / 2.39 eV
E ... -2528.8972 a.u.
Kohn-Sham gap (alpha / beta) ... 6.77 / 7.61 eV
Relative energy (zero: lowest compared OMol25 entry of this formula, charge and spin) ... 2.93 kcal per mole
Charge ... -1

Geometry (Å):
V (1.96184, 1.76569, 0.05685)
N (1.43277, -0.12182, -0.88198)
C (2.31610, -1.28317, -1.04848)
C (3.33460, -1.40740, 0.07870)
C (4.27743, -0.21669, 0.21492)
N (3.69331, 0.84123, 1.05067)
H (0.71447, -0.30972, -0.18068)
H (0.92581, 0.07633, -1.74201)
H (2.85820, -1.17663, -1.99137)
H (1.73776, -2.21042, -1.11625)
H (3.93201, -2.30016, -0.12460)
H (2.82054, -1.59191, 1.02898)
H (4.45392, 0.20682, -0.77895)
H (5.25067, -0.53403, 0.59921)
H (4.36357, 1.58560, 1.22594)
H (3.35567, 0.47861, 1.93680)
N (1.64490, 4.79440, -1.73179)
C (2.88808, 4.50534, -1.21032)
N (3.94026, 5.28567, -1.37897)
N (4.92998, 4.65711, -0.70574)
N (4.49949, 3.57225, -0.17319)
N (3.17571, 3.43495, -0.46908)
C (0.56458, 3.93372, -1.76278)
N (-0.55814, 4.20324, -2.41264)
N (-1.33356, 3.12774, -2.18977)
N (-0.71156, 2.26988, -1.45474)
N (0.51829, 2.75361, -1.15825)
H (1.58514, 5.61245, -2.31190)
C (-2.27107, -4.71241, -1.29856)
C (-2.39252, -3.22186, -1.48558)
C (-2.94883, -2.71702, -2.65453)
C (-3.03799, -1.34621, -2.85566)
C (-2.61808, -0.47218, -1.87171)
C (-2.07919, -0.96384, -0.67970)
N (-1.62572, -0.04841, 0.27990)
C (-2.06765, -0.01977, 1.60539)
C (-3.21927, -0.72820, 1.96893)
C (-3.70460, -0.69280, 3.26354)
C (-3.06967, 0.07791, 4.22831)
C (-1.93932, 0.79385, 3.86901)
C (-1.40827, 0.74399, 2.58471)
C (-0.10630, 1.49629, 2.35796)
O (0.19386, 2.41942, 3.10200)
O (0.61724, 1.03552, 1.39601)
C (-1.92079, -2.34713, -0.49792)
C (-1.21546, -2.89141, 0.71605)
H (-2.78515, -5.24286, -2.09973)
H (-2.69811, -5.03526, -0.34664)
H (-1.22637, -5.03499, -1.30192)
H (-3.30502, -3.40391, -3.41372)
H (-3.45472, -0.95645, -3.77615)
H (-2.69333, 0.60047, -2.00339)
H (-1.29801, 0.83363, -0.10698)
H (-3.74289, -1.29401, 1.20858)
H (-4.59812, -1.25421, 3.51064)
H (-3.45221, 0.12444, 5.23975)
H (-1.41705, 1.41446, 4.58561)
H (-1.91398, -3.27788, 1.46377)
H (-0.62244, -2.11965, 1.20580)
H (-0.55082, -3.71219, 0.43763)

(2)
Below is 2 unconnected molecules or ions with the total composition C20H25N2, with properties calculated with ωB97M-V/def2-TZVPD.

## Properties
LUMO level ... -4.48 eV
E ... -886.3403 a.u.
Kohn-Sham gap ... 6.57 eV
Relative energy (zero: lowest compared OMol25 entry of this formula, charge and spin) ... 43.52 kcal per mole
Charge ... +1

Geometry (Å):
C (-4.48585, -3.35250, 0.53901)
C (-5.30356, -2.10641, 0.17343)
C (-4.35851, -0.90559, 0.30011)
N (-3.01754, -1.47900, 0.41468)
C (-1.91182, -0.76285, 0.32448)
C (-0.61979, -1.35322, 0.42392)
C (0.32205, -1.27433, -0.58882)
C (1.50864, -2.11122, -0.68528)
C (2.10697, -2.39791, -1.94146)
C (3.26624, -3.16457, -2.02195)
C (3.87211, -3.65505, -0.85474)
C (3.26370, -3.42382, 0.38512)
C (2.09515, -2.66657, 0.47581)
C (-3.00787, -2.94130, 0.47461)
H (-4.70892, -3.67997, 1.55760)
H (-4.67841, -4.18471, -0.13959)
H (-5.66567, -2.17180, -0.85682)
H (-6.16171, -1.98417, 0.83345)
H (-4.42796, -0.23346, -0.56708)
H (-4.59599, -0.31436, 1.19791)
H (-2.01795, 0.31893, 0.15474)
H (-0.39610, -1.94825, 1.31707)
H (0.08757, -0.65429, -1.46507)
H (1.62922, -2.01968, -2.84986)
H (3.71636, -3.37395, -2.99309)
H (4.80143, -4.22394, -0.91221)
H (3.70775, -3.82153, 1.29667)
H (1.62000, -2.48054, 1.44121)
H (-2.43013, -3.29985, 1.33990)
H (-2.53261, -3.36944, -0.42466)
C (2.47003, 6.40465, 0.36289)
C (2.18486, 5.84967, -0.89289)
C (1.64545, 4.56145, -0.98580)
C (1.36730, 3.83225, 0.17593)
C (0.71765, 2.46985, 0.08694)
N (1.64114, 1.38612, -0.16967)
C (1.67329, 4.37466, 1.42918)
C (2.21309, 5.66175, 1.52319)
H (2.87821, 7.41451, 0.43815)
H (2.37666, 6.42289, -1.80177)
H (1.43816, 4.11032, -1.96004)
H (0.14820, 2.29727, 1.01450)
H (0.02121, 2.47734, -0.75971)
H (2.44641, 1.42236, 0.44968)
H (1.19474, 0.48069, -0.09305)
H (1.48047, 3.78252, 2.32815)
H (2.42633, 6.08704, 2.50522)

(3)
Below is a molecular structure, C20H25N2NiO4S2SbSe4, with properties calculated with ωB97M-V/def2-TZVPD.

## Properties
Spin multiplicity ... 3
LUMO level (alpha / beta) ... 3.76 / 3.76 eV
E ... -13338.2061 a.u.
Kohn-Sham gap (alpha / beta) ... 4.23 / 4.23 eV
Relative energy (zero: lowest compared OMol25 entry of this formula, charge and spin) ... 0.00 kcal per mole
Charge ... -2

Geometry (Å):
Ni (0.21534, 0.34505, -1.43851)
O (0.16970, 0.67431, 0.73333)
S (-1.02294, -0.04487, 1.18752)
C (-0.51487, -0.74859, 2.86826)
C (0.96340, -1.05405, 2.78640)
C (1.24904, -2.13578, 1.74450)
C (2.72009, -2.19446, 1.36350)
S (2.94805, -1.89874, -0.47815)
O (2.00129, -0.83259, -0.84811)
C (2.13048, -3.45062, -0.93180)
C (0.89682, -3.37483, -1.53780)
C (0.17721, -4.52912, -1.78709)
C (0.73303, -5.75174, -1.45561)
C (2.00953, -5.82699, -0.91473)
C (2.71957, -4.67019, -0.64491)
C (-2.02652, 1.24738, 1.93133)
C (-1.56583, 2.54983, 1.91523)
C (-2.30484, 3.54108, 2.53405)
C (-3.50284, 3.21717, 3.16072)
C (-3.97343, 1.91092, 3.13772)
C (-3.24146, 0.92127, 2.51076)
H (-1.11572, -1.64898, 2.98188)
H (-0.75854, -0.03637, 3.65411)
H (1.35869, -1.34586, 3.76717)
H (1.46875, -0.13119, 2.48334)
H (0.66318, -1.88981, 0.85203)
H (0.89695, -3.11037, 2.09620)
H (3.18654, -3.15219, 1.58230)
H (3.29032, -1.40398, 1.85296)
H (0.49851, -2.40024, -1.79845)
H (-0.79405, -4.46164, -2.25317)
H (0.17920, -6.66091, -1.63920)
H (2.45633, -6.78946, -0.69929)
H (3.71255, -4.71009, -0.21444)
H (-0.62541, 2.75607, 1.41820)
H (-1.94906, 4.56453, 2.53891)
H (-4.07563, 3.98219, 3.66821)
H (-4.91571, 1.66360, 3.60976)
H (-3.58805, -0.10038, 2.47101)
C (1.42019, 4.46631, -0.82185)
C (0.93173, 3.13287, -1.31647)
N (1.57345, 2.02538, -1.19197)
O (2.80731, 2.04604, -0.51442)
C (-0.35725, 3.05517, -1.93769)
C (-1.06160, 4.25837, -2.49714)
N (-0.92481, 1.87472, -1.99817)
O (-2.06437, 1.70597, -2.50814)
H (2.28647, 4.32960, -0.17720)
H (0.61872, 4.95872, -0.26929)
H (1.70064, 5.10374, -1.66034)
H (3.03057, 1.10212, -0.51280)
H (-1.59316, 4.81593, -1.71889)
H (-1.79160, 3.88608, -3.21834)
H (-0.36433, 4.93213, -2.99901)
Se (-1.42643, -3.17210, -4.77261)
Sb (-1.50994, -0.88510, -3.89346)
Se (-1.78024, -1.08574, -1.28412)
Se (0.88927, -0.00079, -3.66527)
Se (-3.05433, 0.43122, -5.25093)

(4)
Below is C20H25N3O3S in the gas phase, with properties calculated with ωB97M-V/def2-TZVPD.

## Properties
LUMO level ... 0.56 eV
E ... -1565.3074 a.u.
Kohn-Sham gap ... 9.57 eV
Relative energy (zero: lowest compared OMol25 entry of this formula, charge and spin) ... 46.59 kcal per mole
Structure (SMILES) ... O=C(CN1CCN(S(=O)(=O)c2ccccc2)CC1)NCCc1ccccc1

Geometry (Å):
O (3.36090, -2.22694, -3.01683)
C (2.90980, -1.59460, -2.08554)
C (2.45178, -0.14227, -2.21856)
N (1.50155, 0.22554, -1.18379)
C (0.17609, -0.30926, -1.46515)
C (-0.73817, -0.04390, -0.27260)
N (-0.81606, 1.37068, 0.02413)
S (-1.86152, 2.25649, -0.95522)
O (-1.18348, 2.89625, -2.05041)
O (-2.97819, 1.41005, -1.25424)
C (-2.36549, 3.51038, 0.21683)
C (-2.05671, 4.83767, -0.00434)
C (-2.45475, 5.78765, 0.92326)
C (-3.15401, 5.39636, 2.05374)
C (-3.46027, 4.05985, 2.26341)
C (-3.06313, 3.10847, 1.33921)
C (0.48903, 1.97163, 0.18520)
C (1.41639, 1.66693, -0.99317)
N (2.82483, -2.06120, -0.82527)
C (3.18229, -3.40921, -0.46038)
C (1.97254, -4.35693, -0.44513)
C (0.87408, -3.87943, 0.46370)
C (1.10973, -3.67202, 1.81844)
C (0.10001, -3.22532, 2.65141)
C (-1.16625, -2.98604, 2.14400)
C (-1.41541, -3.19897, 0.79949)
C (-0.40030, -3.63794, -0.03295)
H (2.06292, 0.01114, -3.23659)
H (3.34799, 0.47649, -2.11127)
H (0.25777, -1.38409, -1.63696)
H (-0.26468, 0.16220, -2.36010)
H (-1.75136, -0.38122, -0.48715)
H (-0.36127, -0.55671, 0.61772)
H (-1.51783, 5.10404, -0.90021)
H (-2.22206, 6.82942, 0.76285)
H (-3.46572, 6.13738, 2.77472)
H (-4.00892, 3.76274, 3.14426)
H (-3.28797, 2.06160, 1.46361)
H (0.34820, 3.04922, 0.28440)
H (0.92153, 1.57870, 1.11116)
H (2.41589, 2.05037, -0.77326)
H (1.02612, 2.17380, -1.88869)
H (2.34334, -1.47761, -0.15592)
H (3.66368, -3.38762, 0.52055)
H (3.90060, -3.75993, -1.20553)
H (1.59138, -4.44969, -1.46312)
H (2.31757, -5.34188, -0.12078)
H (2.08951, -3.87180, 2.22827)
H (0.29980, -3.06977, 3.70181)
H (-1.95580, -2.64135, 2.79497)
H (-2.40163, -3.02273, 0.39688)
H (-0.60432, -3.80662, -1.08084)